<one>
Below is an isolated molecule of C5H9N, with properties calculated with the ωB97M-V functional and the def2-TZVPD basis.

Results
Charge ... 0
Spin multiplicity ... 1
Frontier orbital gap ... 8.8 eV

```
15
C5H9N the ωB97M-V functional and the def2-TZVPD basis
C -1.8048 0.1894 0.1291
C -0.6244 -0.6589 -0.1759
C 0.7006 -0.0169 0.3721
C 1.9516 -0.5603 -0.3213
C 0.5522 1.4951 0.2964
N -0.6495 1.8217 0.2072
H -2.2645 0.0574 1.1191
H -1.4957 2.2998 0.0462
H -2.5856 0.2343 -0.6525
H -0.6791 -1.6564 0.2711
H -0.5190 -0.7820 -1.2613
H 0.7803 -0.2258 1.4519
H 1.9981 -1.6520 -0.2300
H 1.9411 -0.3116 -1.3892
H 2.8643 -0.1416 0.1141
```

Atom charges from the natural (NBO) analysis, given in e for atoms 1 to 6:
1 C -0.3775
2 C -0.4651
3 C -0.3022
4 C -0.6007
5 C 0.1865
6 N -0.5720

***

<two>
Below is an isolated molecule of C5H9N, with properties calculated with the ωB97M-V functional and the def2-TZVPD basis.

Results
Structure (SMILES) ... C1CC1N1CC1
Charge ... 0
Spin multiplicity ... 1
Frontier orbital gap ... 10.2 eV

```
15
C5H9N the ωB97M-V functional and the def2-TZVPD basis
C -1.4244 0.9557 0.3310
C -1.9212 -0.3118 -0.3093
C -0.5656 -0.2738 0.3276
N 0.5650 -0.3527 -0.5692
C 1.7842 -0.9198 -0.0311
C 1.7018 0.5251 -0.3492
H -1.1346 1.7798 -0.3145
H -1.8658 1.2556 1.2779
H -2.7262 -0.8660 0.1642
H -1.9073 -0.3481 -1.3944
H -0.4432 -0.7853 1.2840
H 1.7920 -1.1805 1.0286
H 2.3180 -1.6151 -0.6746
H 2.1607 0.9130 -1.2567
H 1.6667 1.2239 0.4859
```

Atom charges from the natural (NBO) analysis, given in e for atoms 1 to 6:
1 C -0.4364
2 C -0.4177
3 C -0.0704
4 N -0.4077
5 C -0.2482
6 C -0.2578

***

In terms of stability, <two> leads; the second structure lies 1.472 eV higher.

***

<one>
Below is a cluster of 2 separate species, C3H10NO in total, with properties calculated with the ωB97M-V functional and the def2-TZVPD basis.

Results
Charge ... +1
Spin multiplicity ... 1
Frontier orbital gap ... 9.6 eV

```
15
C3H10NO the ωB97M-V functional and the def2-TZVPD basis
C 0.1224 2.1069 0.6893
C 0.2158 0.7923 0.7230
O 1.2397 0.1119 0.0180
C -0.7258 -0.1745 1.3618
H -0.6791 2.6919 1.1135
H 0.8421 2.7067 0.1396
H 1.8370 0.7642 -0.3882
H -1.2604 0.2559 2.2040
H -1.5126 -0.4438 0.6477
H -0.2095 -1.0763 1.6912
N 0.0222 -1.5489 -1.6501
H 0.5432 -0.8734 -0.9428
H -0.7684 -2.0030 -1.1970
H -0.3087 -1.0127 -2.4523
H 0.6421 -2.2971 -1.9578
```

Atom charges from the natural (NBO) analysis, given in e for atoms 1 to 6:
1 C -0.4567
2 C 0.2864
3 O -0.7224
4 C -0.6833
5 H 0.2416
6 H 0.2095

***

<two>
Below is a cluster of 2 separate species, C3H10NO in total, with properties calculated with the ωB97M-V functional and the def2-TZVPD basis.

Results
Charge ... +1
Spin multiplicity ... 1
Frontier orbital gap ... 10.7 eV

```
15
C3H10NO the ωB97M-V functional and the def2-TZVPD basis
C -0.0812 2.5684 1.2274
C -0.0470 1.1141 1.1752
C -0.6509 0.3329 0.2541
N -0.5466 -1.0707 -0.1320
H -0.5768 3.0266 2.1257
H 0.9289 2.9063 1.2061
H -0.4806 2.9247 0.2668
H 0.6422 0.6121 1.9251
H -1.2137 0.8841 -0.5900
H -1.1264 -1.4736 -1.0310
H 0.3836 -1.2920 -0.5876
H -0.5136 -1.6597 0.7614
H 0.6495 -3.3229 -2.7256
H 1.8051 -2.7270 -1.8825
O 0.8275 -2.8233 -1.9931
```

Atom charges from the natural (NBO) analysis, given in e for atoms 1 to 6:
1 C -0.6593
2 C -0.0927
3 C -0.1199
4 N -0.7428
5 H 0.2645
6 H 0.2492

***

In terms of stability, <one> leads; the second structure lies 1.182 eV higher.

***

<one>
Below is a cluster of 2 separate species, C3H10NO in total, with properties calculated with the ωB97M-V functional and the def2-TZVPD basis.

Results
Charge ... +1
Spin multiplicity ... 1
Frontier orbital gap ... 5.2 eV

```
15
C3H10NO the ωB97M-V functional and the def2-TZVPD basis
C -2.3614 -0.4156 -0.2828
C 1.7289 0.2217 -0.9557
C 1.7101 0.7707 0.3255
O 0.6599 0.2427 1.5914
N -0.9832 -0.8327 -0.3357
H -2.5204 0.1853 0.6097
H -2.6480 0.1666 -1.1592
H 1.8280 -0.8601 -0.9134
H 1.6296 0.7878 -1.8729
H 2.4487 0.2202 0.9408
H 1.3750 1.7700 0.5346
H 1.0086 0.0178 2.4731
H -3.0749 -1.2428 -0.3298
H -0.4354 -0.4046 -1.0921
H -0.3656 -0.6269 0.4665
```

Atom charges from the natural (NBO) analysis, given in e for atoms 1 to 6:
1 C -0.4449
2 C 0.0056
3 C -0.2468
4 O -0.6789
5 N -0.6631
6 H 0.2129

***

<two>
Below is a cluster of 2 separate species, C3H10NO in total, with properties calculated with the ωB97M-V functional and the def2-TZVPD basis.

Results
Charge ... +1
Spin multiplicity ... 1
Frontier orbital gap ... 6.7 eV

```
15
C3H10NO the ωB97M-V functional and the def2-TZVPD basis
C 2.2630 -0.5373 1.0868
N 2.6706 -0.4385 -0.1610
H 2.8584 -0.0475 1.8609
H 1.2199 -0.6784 1.1673
H 1.9985 -0.6887 -0.8513
H 3.5513 0.0575 -0.5826
C -1.5789 0.6939 -0.0541
O -2.9347 0.7913 0.5701
C -1.2285 -0.5993 -0.8477
H -0.9011 0.8992 0.7761
H -1.5116 1.5613 -0.7719
H -2.9087 1.8102 0.8899
H -1.3248 -1.5370 -0.2108
H -0.2049 -0.4968 -1.2119
H -1.9685 -0.7900 -1.6597
```

Atom charges from the natural (NBO) analysis, given in e for atoms 1 to 6:
1 C 0.1725
2 N -0.5786
3 H 0.2480
4 H 0.2402
5 H 0.4334
6 H 0.4786

***

In terms of stability, <two> leads; the second structure lies 3.874 eV higher.

***

<one>
Below is the ion C3H10NO with charge +1, with properties calculated with the ωB97M-V functional and the def2-TZVPD basis.

Results
Structure (SMILES) ... C[NH2+]CCO
Charge ... +1
Spin multiplicity ... 1
Frontier orbital gap ... 11.2 eV

```
15
C3H10NO the ωB97M-V functional and the def2-TZVPD basis
O -0.1373 0.9878 -1.9360
C -1.1476 0.8532 -0.9417
C -0.6500 0.0737 0.2519
N 0.5595 -0.8984 0.0485
C 1.1908 -0.8680 1.3135
H -0.1077 1.9582 -2.4734
H -1.4769 1.9527 -0.7882
H -2.1017 0.3627 -1.2927
H -1.5048 -0.4488 0.6130
H -0.2158 0.8961 0.8770
H 1.1754 -0.3535 -0.6007
H 0.3532 -1.8738 -0.2390
H 1.9140 -0.0815 1.4163
H 1.6386 -1.8402 1.6118
H 0.5105 -0.7205 2.1397
```

Atom charges from the natural (NBO) analysis, given in e for atoms 1 to 6:
1 O -0.7672
2 C -0.0926
3 C -0.2410
4 N -0.5158
5 C -0.4541
6 H 0.5274

***

<two>
Below is a cluster of 2 separate species, C3H10NO in total, with properties calculated with the ωB97M-V functional and the def2-TZVPD basis.

Results
Charge ... +1
Spin multiplicity ... 1
Frontier orbital gap ... 9.5 eV

```
15
C3H10NO the ωB97M-V functional and the def2-TZVPD basis
C 0.1559 -1.8835 0.5505
C 1.6441 -0.1485 -0.2776
N 1.4706 -1.2759 0.2714
H -0.2699 -1.3680 1.4115
H 0.3154 -2.9297 0.7846
H -0.4898 -1.7449 -0.3073
H 0.7583 0.3920 -0.5879
H 2.6447 0.2336 -0.4372
H 2.2748 -1.7795 0.6364
C -1.4173 1.8378 -0.6955
O -0.8627 1.3923 0.5486
H -2.0091 2.7456 -0.5770
H -0.5915 2.0621 -1.3659
H -2.0484 1.0696 -1.1478
H -1.5751 1.3971 1.1930
```

Atom charges from the natural (NBO) analysis, given in e for atoms 1 to 6:
1 C -0.4337
2 C 0.1449
3 N -0.3799
4 H 0.2523
5 H 0.2446
6 H 0.2428

***

In terms of stability, <two> leads; the second structure lies 0.683 eV higher.

***

<one>
Below is a cluster of 2 separate species, C3H10NO in total, with properties calculated with the ωB97M-V functional and the def2-TZVPD basis.

Results
Charge ... +1
Spin multiplicity ... 1
Frontier orbital gap ... 8.2 eV

```
15
C3H10NO the ωB97M-V functional and the def2-TZVPD basis
C -1.3356 0.5128 -0.9356
C -0.0657 0.9270 0.9948
C 1.0857 -1.6482 -0.3344
N -0.0099 0.6396 -0.3910
O 1.3589 -1.8009 0.9121
H -2.0222 -0.2736 -0.5533
H -1.9314 1.3269 -0.7403
H -1.3169 0.3039 -1.9191
H -0.5192 2.0233 1.1328
H -0.7108 0.0400 1.4364
H 0.8924 1.1669 1.4896
H 0.4202 -2.2771 -0.8154
H 1.5991 -0.9074 -1.0303
H 0.7054 1.2245 -0.7669
H 1.8499 -1.2578 1.5205
```

Atom charges from the natural (NBO) analysis, given in e for atoms 1 to 6:
1 C -0.4308
2 C -0.4642
3 C 0.3666
4 N -0.5828
5 O -0.5687
6 H 0.2179

***

<two>
Below is a cluster of 2 separate species, C3H10NO in total, with properties calculated with the ωB97M-V functional and the def2-TZVPD basis.

Results
Charge ... +1
Spin multiplicity ... 1
Frontier orbital gap ... 9.2 eV

```
15
C3H10NO the ωB97M-V functional and the def2-TZVPD basis
C 1.2409 -2.2642 -0.4690
N 1.5864 -1.0334 -0.4366
H 2.0488 -2.9808 -0.5768
H 0.2767 -2.5705 -0.0688
H 0.9126 -0.2241 -0.4032
H 2.4953 -0.7873 -0.0413
C -1.1160 1.5764 0.5570
O 0.3186 1.2266 0.2515
C -1.8944 0.3557 0.1171
H -1.0529 1.8646 1.5967
H -1.2609 2.5467 0.0801
H 0.5993 1.8602 -0.4245
H -1.5779 -0.4300 0.8034
H -2.9542 0.5967 0.1935
H -1.6593 0.0643 -0.9034
```

Atom charges from the natural (NBO) analysis, given in e for atoms 1 to 6:
1 C 0.1613
2 N -0.5980
3 H 0.2220
4 H 0.2380
5 H 0.4654
6 H 0.4464

***

In terms of stability, <two> leads; the second structure lies 1.959 eV higher.

***

<one>
Below is an isolated molecule of C4H12N4, with properties calculated with the ωB97M-V functional and the def2-TZVPD basis.

Results
Structure (SMILES) ... C/C(=N\N(C)C)NN
Charge ... 0
Spin multiplicity ... 1
Frontier orbital gap ... 9.1 eV

```
20
C4H12N4 the ωB97M-V functional and the def2-TZVPD basis
C 1.4921 1.5572 1.0477
C -0.7708 1.0816 1.6204
C -0.2516 -0.8787 -0.6862
C -0.4376 -1.9997 0.2996
H 1.6643 1.8240 2.1339
H 2.3830 1.0875 0.6339
H 1.3295 2.4226 0.3748
H -0.9738 2.0562 1.1751
H -0.5914 1.3691 2.6726
H -1.6183 0.3771 1.6261
H -1.4637 -2.0248 0.6623
H -0.2840 -3.0084 -0.1446
H 0.1872 -1.9127 1.2458
H -0.4420 -2.1172 -2.3689
H -0.9074 0.4988 -2.9976
H 0.6930 0.2506 -2.8549
N 0.4352 0.5090 1.0184
N 0.2195 0.2869 -0.4161
N -0.4723 -1.1524 -2.0062
N -0.1908 -0.2264 -3.0362
```

Atom charges from the natural (NBO) analysis, given in e for atoms 1 to 6:
1 C -0.4224
2 C -0.4311
3 C 0.4102
4 C -0.7003
5 H 0.1961
6 H 0.2031

***

<two>
Below is an isolated molecule of C4H12N4, with properties calculated with the ωB97M-V functional and the def2-TZVPD basis.

Results
Structure (SMILES) ... CCN(C)/N=C/NN
Charge ... 0
Spin multiplicity ... 1
Frontier orbital gap ... 8.9 eV

```
20
C4H12N4 the ωB97M-V functional and the def2-TZVPD basis
C 1.8741 -1.5340 -0.4337
C 1.5534 -0.3148 0.2995
C 0.9424 2.0035 0.0918
C -1.1892 -0.6366 0.2155
H 2.3744 -2.3280 0.0938
H 0.9829 -1.9800 -0.7068
H 2.3883 -1.3226 -1.4210
H 2.4911 0.2200 0.5120
H 1.2465 -0.5995 1.3660
H 1.9657 2.3197 -0.1217
H 0.3149 2.7153 -0.5393
H 0.8542 2.1517 1.1563
H -0.7027 -1.4372 0.8685
H -3.0015 -1.7033 0.1677
H -3.7556 1.0005 0.2681
H -2.5188 0.7902 -1.0361
N 0.7225 0.6339 -0.3335
N -0.6971 0.4287 -0.3231
N -2.5918 -0.7190 0.2895
N -3.2536 0.3115 -0.4136
```

Atom charges from the natural (NBO) analysis, given in e for atoms 1 to 6:
1 C -0.6145
2 C -0.2408
3 C -0.4064
4 C 0.1798
5 H 0.2175
6 H 0.2033

***

In terms of stability, <one> leads; the second structure lies 0.925 eV higher.